(1)
12
Properties=species:S:1:pos:R:3 method="wB97M-V/def2-TZVPD" gap_ha=0.3294 relative_energy_kj_mol=288.2
C -1.857 -0.244 0.931
C -0.419 0.043 0.645
C -0.096 0.428 -0.573
O 0.044 0.679 -1.711
C 2.183 0.009 -0.145
O 2.578 0.495 0.884
H -2.351 0.641 1.335
H -2.375 -0.568 0.024
H -1.915 -1.049 1.667
H 1.293 -0.673 -0.114
H 0.318 0.051 1.445
H 2.638 0.185 -1.135

***

(2)
6
Properties=species:S:1:pos:R:3 method="wB97M-V/def2-TZVPD" gap_ha="0.2540 / 0.2565" relative_energy_kj_mol=226.9
N 0.673 0.521 0.314
P 2.312 -2.156 -0.903
Cl 3.389 -1.812 0.719
H -0.093 0.946 -0.227
H 0.506 -0.465 0.450
H 1.661 0.470 -0.201